Below is a molecular structure, C49H45F5N2O2P3S5Sc, with properties calculated with ωB97M-V with the def2-TZVPD basis set.

Structure (XYZ):
```
112
Properties=species:S:1:pos:R:3:lowdin_charge:R:1
Sc 1.38 0.76 0.76 0.439
S -0.33 -2.55 1.81 0.241
P -1.43 -1.62 0.37 0.473
C -0.80 0.09 0.24 -0.605
P -1.75 1.60 0.26 0.462
S -0.44 2.93 1.19 0.254
C -2.05 2.26 -1.40 -0.346
C -2.93 3.40 -1.57 -0.077
C -3.06 3.97 -2.85 -0.094
C -2.32 3.40 -3.90 -0.117
C -1.41 2.39 -3.69 -0.088
C -1.30 1.78 -2.45 -0.102
C -3.40 1.54 1.05 -0.333
C -3.39 1.45 2.44 -0.103
C -4.56 1.47 3.18 -0.089
C -5.73 1.73 2.49 -0.123
C -5.80 1.68 1.10 -0.084
C -4.61 1.57 0.33 -0.075
C -0.96 -2.83 -1.10 -0.732
C -1.16 -2.17 -2.41 -0.145
C -0.82 -2.79 -3.53 -0.065
C -0.12 -4.07 -3.47 -0.275
C -1.81 -5.15 -1.84 0.015
C -1.62 -4.16 -0.86 -0.133
C -3.20 -1.80 0.50 -0.346
C -3.68 -2.10 1.80 -0.115
C -4.95 -2.57 1.98 -0.091
C -5.82 -2.48 0.91 -0.117
C -5.36 -2.17 -0.34 -0.122
C -4.04 -1.88 -0.63 -0.063
H -3.61 3.71 -0.77 0.097
H -3.71 4.77 -3.14 0.080
H -2.48 3.87 -4.87 0.088
H -0.70 2.17 -4.49 0.106
H -0.51 1.03 -2.17 0.076
H -2.39 1.30 2.89 0.099
H -4.56 1.27 4.24 0.100
H -6.62 1.98 3.09 0.099
H -6.80 1.72 0.65 0.099
H -4.65 1.54 -0.74 0.091
H -1.60 -1.14 -2.40 0.094
H -1.14 -2.45 -4.51 0.114
H 0.36 -4.30 -4.42 0.145
H -2.59 -5.90 -1.79 0.098
H -2.00 -4.34 0.18 0.092
H -2.97 -2.05 2.61 0.068
H -5.29 -2.90 2.99 0.113
H -6.85 -2.78 1.02 0.091
H -6.09 -2.07 -1.18 0.115
H -3.70 -1.70 -1.65 0.111
C 0.95 1.22 3.98 -0.223
N 1.65 0.46 2.96 -0.108
C 2.76 -0.29 3.29 -0.058
C 3.48 -0.81 2.24 -0.327
C 4.82 -1.32 2.16 -0.043
C 5.03 -1.65 0.83 -0.098
C 3.86 -1.27 0.12 -0.203
N 2.89 -0.81 0.96 -0.054
C 0.47 0.39 5.13 -0.205
C -0.07 -0.90 4.97 -0.038
C -0.56 -1.64 6.06 -0.081
C -0.64 -1.06 7.33 -0.103
C -0.13 0.24 7.47 -0.130
C 0.44 0.93 6.43 -0.075
H 0.13 1.72 3.45 0.040
H 1.71 1.99 4.28 0.130
H 3.13 -0.30 4.29 0.127
H 5.42 -1.48 3.03 0.082
H 5.93 -2.01 0.37 0.083
H 3.70 -1.31 -0.93 0.045
H -0.13 -1.37 3.99 -0.004
H -0.95 -2.63 5.84 0.100
H -1.02 -1.60 8.19 0.084
H -0.15 0.71 8.44 0.082
H 0.80 1.98 6.62 0.122
C 5.75 2.53 -3.18 -0.047
C 5.58 2.99 -1.76 -0.424
C 5.94 1.92 -0.76 -0.082
O 4.18 3.42 -1.64 -0.304
P 2.97 2.76 -0.92 -0.064
S 2.51 0.86 -1.64 0.374
S 3.05 2.84 1.07 0.336
O 1.70 3.55 -1.42 -0.366
C 1.34 4.95 -1.52 -0.413
C 1.63 5.34 -2.97 -0.046
C 2.14 5.79 -0.50 -0.075
H 6.69 1.97 -3.23 0.086
H 5.93 3.38 -3.84 0.075
H 4.93 1.94 -3.51 0.070
H 6.13 3.91 -1.49 0.142
H 5.54 0.96 -1.07 0.065
H 5.61 2.26 0.25 0.055
H 7.04 1.83 -0.78 0.087
H 0.31 5.10 -1.32 0.118
H 2.72 5.21 -3.20 0.090
H 1.34 6.36 -3.13 0.064
H 1.10 4.70 -3.68 0.079
H 3.17 5.98 -0.83 0.076
H 2.18 5.41 0.51 0.029
H 1.68 6.80 -0.53 0.084
F 1.24 -8.16 -4.13 0.041
C 1.00 -6.92 -3.59 -0.147
C 2.13 -6.08 -3.33 -0.226
F 3.30 -6.69 -3.49 0.035
C 2.16 -4.80 -2.77 -0.283
F 3.36 -4.48 -2.26 0.030
C 0.99 -4.00 -2.51 -0.445
S 0.86 -3.25 -0.94 0.929
C -1.04 -5.30 -3.13 -0.367
F -1.94 -5.44 -4.18 -0.004
C -0.27 -6.63 -3.13 -0.186
F -1.05 -7.65 -2.88 0.058
```

Its total charge is -2. The value obtained for the HOMO-LUMO gap is 3.970 eV. The LUMO energy comes out at 3.7 eV. As for the spin multiplicity: 1. The relative energy (zero: lowest compared OMol25 entry of this formula, charge and spin) is 6.324 eV.

=====

Below is a molecular structure, C49H47CsN8O4P2S2, with properties calculated with ωB97M-V with the def2-TZVPD basis set.

Structure (XYZ):
```
113
Properties=species:S:1:pos:R:3:lowdin_charge:R:1
Cs -0.77 0.37 -1.24 0.984
C -0.25 4.62 1.33 0.007
C -1.55 4.04 0.88 -0.388
N -1.73 2.80 0.49 0.098
C -3.08 2.66 0.25 -0.185
C -3.71 3.86 0.48 -0.102
N -2.72 4.71 0.89 0.171
C -5.09 4.42 0.37 -0.508
O -6.01 3.64 -0.11 0.115
O -5.26 5.59 0.68 0.072
C -3.75 1.36 -0.12 -0.660
O -4.93 1.42 -0.54 -0.001
O -3.07 0.33 0.04 -0.290
H 0.56 4.16 0.77 0.067
H -0.09 4.41 2.39 0.081
H -0.22 5.70 1.18 0.081
H -2.91 5.67 1.16 0.167
H -5.61 2.71 -0.33 0.054
N 2.09 2.26 -5.49 0.120
C 3.32 1.63 -5.81 -0.247
C 4.01 1.98 -6.95 -0.026
C 5.22 1.36 -7.24 -0.087
C 5.72 0.38 -6.40 -0.090
C 5.00 0.01 -5.27 -0.101
C 3.82 0.66 -4.96 -0.459
S 2.94 0.24 -3.48 0.959
N 1.37 0.80 -3.77 -0.271
C 1.15 1.68 -4.66 -0.384
C -0.26 2.16 -4.85 -0.233
C -0.79 2.39 -6.11 -0.017
C -2.12 2.77 -6.21 -0.052
C -2.86 2.92 -5.06 -0.037
C -2.24 2.68 -3.84 -0.115
N -0.97 2.32 -3.73 0.062
H 1.77 2.98 -6.11 0.132
H 3.61 2.74 -7.61 0.113
H 5.77 1.65 -8.13 0.104
H 6.66 -0.12 -6.63 0.104
H 5.37 -0.77 -4.61 0.107
H -0.19 2.23 -7.00 0.114
H -2.56 2.94 -7.19 0.111
H -3.91 3.21 -5.09 0.113
H -2.79 2.78 -2.91 0.113
C -4.11 1.03 3.41 -0.375
S -2.90 2.33 3.72 0.838
C -1.67 1.44 4.72 -0.487
C -1.19 0.12 4.15 -0.250
C -0.75 0.20 2.69 -0.309
N 0.11 -0.94 2.27 -0.459
P 1.60 -0.60 1.45 0.989
C 2.78 -1.75 2.27 -0.358
C 3.83 -2.23 1.50 -0.102
C 4.76 -3.12 2.04 -0.085
C 4.62 -3.54 3.36 -0.089
C 3.56 -3.07 4.13 -0.079
C 2.65 -2.18 3.59 -0.108
C 2.15 0.98 2.21 -0.355
C 2.63 1.95 1.33 -0.107
C 3.13 3.16 1.80 -0.093
C 3.14 3.42 3.16 -0.085
C 2.65 2.47 4.05 -0.072
C 2.17 1.26 3.58 -0.086
P -0.87 -2.13 1.46 1.008
C 0.36 -3.38 0.90 -0.378
C 0.70 -3.32 -0.45 -0.134
C 1.62 -4.22 -1.00 -0.075
C 2.19 -5.20 -0.20 -0.083
C 1.84 -5.28 1.14 -0.078
C 0.93 -4.39 1.69 -0.083
C -1.71 -2.96 2.86 -0.362
C -1.10 -3.25 4.09 -0.116
C -1.83 -3.84 5.10 -0.077
C -3.18 -4.14 4.91 -0.086
C -3.80 -3.83 3.71 -0.080
C -3.06 -3.24 2.69 -0.095
H -4.92 1.51 2.87 0.037
H -4.50 0.61 4.34 0.042
H -3.70 0.24 2.77 0.023
H -2.06 1.30 5.73 0.073
H -0.83 2.14 4.78 0.064
H -1.97 -0.64 4.27 0.093
H -0.34 -0.22 4.76 0.102
H -0.25 1.14 2.51 0.090
H -1.64 0.25 2.04 0.060
H 3.92 -1.93 0.46 0.101
H 5.57 -3.50 1.44 0.103
H 5.33 -4.24 3.78 0.100
H 3.45 -3.40 5.16 0.102
H 1.81 -1.83 4.18 0.081
H 2.62 1.74 0.26 0.091
H 3.51 3.89 1.10 0.106
H 3.52 4.37 3.53 0.103
H 2.66 2.67 5.11 0.105
H 1.81 0.52 4.28 0.095
H 0.28 -2.57 -1.12 0.045
H 1.87 -4.15 -2.05 0.106
H 2.90 -5.90 -0.62 0.103
H 2.27 -6.05 1.77 0.106
H 0.66 -4.47 2.73 0.091
H -0.07 -2.99 4.25 0.085
H -1.36 -4.07 6.05 0.103
H -3.75 -4.59 5.71 0.101
H -4.85 -4.04 3.57 0.103
H -3.54 -2.96 1.75 0.100
N -2.84 -2.88 -3.99 0.056
C -2.29 -2.32 -5.11 -0.097
C -1.18 -1.65 -4.67 -0.157
N -1.06 -1.79 -3.31 -0.058
C -2.07 -2.53 -2.93 -0.215
H -3.68 -3.42 -3.94 0.151
H -2.71 -2.45 -6.09 0.107
H -0.47 -1.08 -5.25 0.090
H -2.30 -2.82 -1.91 0.123
```

Its total charge is 0. The value obtained for the HOMO-LUMO gap is 7.501 eV. The LUMO energy comes out at 0.0 eV. As for the spin multiplicity: 1. The relative energy (zero: lowest compared OMol25 entry of this formula, charge and spin) is 0.590 eV.